# 1
Density functional theory data (ωB97M-V/def2-TZVPD) for C25H56I2InN6O7 as an isolated structure at a distorted geometry.

Kohn-Sham gap: 0.2497 hartree
Electronic energy: -71482.00621 eV

The geometry in ORCA input format:
```
! RIJCOSX wB97M-V def2-TZVPD def2/J DEFGRID3
* xyz -1 1
C 4.1692 0.8891 0.9325
O 4.1859 0.1257 -0.2492
C 2.8140 -0.2440 -0.5644
C 2.3095 0.5630 -1.7662
C 0.9839 1.3267 -1.5441
In -0.5141 0.3499 -0.2394
C -2.4423 1.5698 -0.2090
I -2.2822 3.6574 -0.6673
C -3.6210 1.0380 0.1008
C -3.7264 -0.4395 0.4376
I -5.4534 2.1648 0.1513
H 3.8678 0.2856 1.7922
H 3.4587 1.7148 0.8475
H 5.1451 1.3229 1.1455
H 2.2275 -0.0414 0.3263
H 2.8474 -1.3047 -0.8072
H 2.2871 -0.0656 -2.6552
H 3.0864 1.3050 -1.9676
H 0.5164 1.4552 -2.5242
H 1.1933 2.3397 -1.1992
H -0.8434 -1.3498 -0.6365
H 0.0640 0.4172 1.4620
H -3.1925 -0.6870 1.3501
H -4.7663 -0.7304 0.4765
H -3.2628 -0.9701 -0.3907
C 4.6280 5.0904 -5.2311
C 5.7697 4.1859 -4.8267
O 5.8247 3.0192 -5.1831
N 6.7419 4.7210 -4.0446
C 6.8586 6.0766 -3.5356
H 3.9415 4.5170 -5.8459
H 4.0927 5.4529 -4.3531
H 4.9937 5.9419 -5.8067
H 7.4655 4.0629 -3.8035
H 7.7901 6.5140 -3.9044
H 6.8944 6.0817 -2.4447
H 6.0262 6.6876 -3.8707
C 6.9842 6.6250 1.7504
C 7.1030 5.5152 0.7262
O 7.4498 5.7656 -0.4225
N 6.8177 4.2625 1.1389
C 6.4276 3.8444 2.4809
H 7.2455 7.5625 1.2690
H 5.9638 6.6959 2.1282
H 7.6647 6.4567 2.5852
H 6.8943 3.5600 0.4191
H 7.1579 3.1274 2.8621
H 5.4441 3.3635 2.5042
H 6.4005 4.7027 3.1427
C -7.0987 -3.7027 0.7938
C -6.1032 -3.0239 1.7025
O -6.1259 -1.8214 1.9071
N -5.1556 -3.8046 2.2866
C -4.9700 -5.2385 2.1510
H -7.7732 -2.9464 0.4057
H -6.5899 -4.1765 -0.0450
H -7.6746 -4.4509 1.3424
H -4.5191 -3.2872 2.8717
H -5.0433 -5.7109 3.1347
H -3.9767 -5.4382 1.7426
H -5.7092 -5.6694 1.4990
C -4.1557 -2.8141 -3.7279
C -5.0120 -1.9871 -2.7951
O -5.5739 -2.4850 -1.8313
N -5.1322 -0.6652 -3.0743
C -4.5444 0.0809 -4.1679
H -4.1595 -3.8402 -3.3734
H -4.5534 -2.7896 -4.7438
H -3.1283 -2.4482 -3.7331
H -5.7061 -0.1595 -2.4153
H -3.9054 0.8731 -3.7733
H -5.3300 0.5428 -4.7700
H -3.9496 -0.5667 -4.8030
C -4.0460 -9.1927 1.5524
C -5.4356 -8.9006 1.0363
O -5.8508 -7.7612 0.9165
N -6.2189 -9.9627 0.7047
C -5.8983 -11.3740 0.7793
H -3.5564 -8.2483 1.7684
H -4.0892 -9.7840 2.4680
H -3.4599 -9.7287 0.8052
H -7.1307 -9.6974 0.3675
H -5.9716 -11.8287 -0.2103
H -6.5985 -11.8840 1.4436
H -4.8918 -11.5198 1.1558
C 2.0855 3.7263 2.6017
C 3.0232 3.2161 3.6679
O 3.9276 2.4277 3.4227
N 2.8298 3.6605 4.9378
C 1.8175 4.5800 5.4188
H 2.3607 3.2831 1.6511
H 1.0559 3.4443 2.8233
H 2.1531 4.8125 2.5162
H 3.4850 3.2798 5.6019
H 2.2891 5.4549 5.8711
H 1.1983 4.0941 6.1746
H 1.1799 4.9073 4.6053
*
```

***

# 2
Density functional theory data (ωB97M-V/def2-TZVPD) for C50H37N4V as an isolated structure.

Kohn-Sham gap (alpha / beta): 0.1915 / 0.1969 hartree
ΔE to the lowest compared entry with this formula, charge and spin: 0.000 eV
Electronic energy: -84093.37285 eV
⟨S²⟩: 0.76

The geometry in ORCA input format:
```
! RIJCOSX wB97M-V def2-TZVPD def2/J DEFGRID3
* xyz 1 2
V 0.0434 0.0448 0.0774
C -5.6883 3.2899 -3.1455
C -4.4198 3.7908 -3.3934
C -3.3600 3.4585 -2.5658
C -3.5374 2.6460 -1.4372
C -4.8099 2.0863 -1.2576
C -5.8707 2.4164 -2.0853
C -2.3862 2.2314 -0.5870
C -1.0758 2.6673 -0.8462
C -0.6903 3.9809 -1.2775
C 0.6593 4.0423 -1.2383
C 1.1401 2.7490 -0.8658
C 2.4431 2.3216 -0.9779
C 3.4963 3.2598 -1.4593
C 3.4259 3.8277 -2.7296
C 4.4222 4.6870 -3.1704
C 5.4985 4.9849 -2.3447
C 5.5796 4.4174 -1.0797
C 4.5852 3.5548 -0.6413
C 2.8063 0.9952 -0.7378
N 1.9977 0.0519 -0.1356
C 2.7331 -1.1344 -0.1365
C 2.3583 -2.2962 0.5175
C 3.2252 -3.5032 0.4286
C 4.5185 -3.4977 0.9432
C 5.3058 -4.6380 0.8675
C 4.8061 -5.7917 0.2772
C 3.5143 -5.8047 -0.2319
C 2.7252 -4.6661 -0.1512
C 1.2425 -2.3545 1.3395
C 0.9708 -3.3821 2.2783
C -0.0983 -2.9825 3.0187
C -0.5262 -1.7304 2.5054
N 0.2925 -1.3495 1.4633
C -1.6404 -1.0138 2.9455
C -2.1379 0.0615 2.2441
C -3.3585 0.7443 2.5392
C -3.6441 1.5456 1.4892
C -2.5623 1.4307 0.5536
N -1.6199 0.5564 1.0476
C -2.3487 -1.4931 4.1676
C -3.6434 -1.9996 4.0858
C -4.2915 -2.4605 5.2241
C -3.6483 -2.4200 6.4535
C -2.3544 -1.9237 6.5422
C -1.7059 -1.4670 5.4035
C 3.9660 -0.9213 -0.8077
C 4.0263 0.3946 -1.1440
N 0.0521 1.9370 -0.5495
H -6.5148 3.5420 -3.7969
H -4.2443 4.4232 -4.2540
H -2.3764 3.7989 -2.8435
H -4.9718 1.3378 -0.4996
H -6.8384 1.9626 -1.9153
H -1.3682 4.7909 -1.4850
H 1.2836 4.8971 -1.4427
H 2.5937 3.5818 -3.3792
H 4.3602 5.1191 -4.1610
H 6.2744 5.6565 -2.6880
H 6.4157 4.6483 -0.4324
H 4.6445 3.1141 0.3471
H 4.9040 -2.6014 1.4157
H 6.3084 -4.6255 1.2752
H 5.4216 -6.6801 0.2175
H 3.1198 -6.7013 -0.6922
H 1.7161 -4.6727 -0.5478
H 1.5485 -4.2871 2.3883
H -0.5688 -3.5071 3.8352
H -3.9253 0.6273 3.4485
H -4.4718 2.2268 1.3973
H -4.1393 -2.0453 3.1230
H -5.2961 -2.8561 5.1478
H -4.1531 -2.7795 7.3410
H -1.8491 -1.8894 7.4989
H -0.6965 -1.0776 5.4721
H 4.7051 -1.6829 -0.9962
H 4.8238 0.9095 -1.6550
C -1.1577 -1.2850 -4.8864
C -1.5193 -2.1186 -3.6479
C -0.8709 -3.5084 -3.7352
C -3.0451 -2.2503 -3.5245
C -1.0084 -1.4349 -2.4544
C -0.5872 -0.8604 -1.4661
H -1.5346 -1.7891 -5.7781
H -0.0774 -1.1735 -4.9817
H -1.6068 -0.2927 -4.8339
H -1.2461 -4.0221 -4.6220
H -1.1147 -4.1094 -2.8585
H 0.2140 -3.4301 -3.8136
H -3.4322 -2.7585 -4.4094
H -3.5177 -1.2699 -3.4538
H -3.3181 -2.8320 -2.6437
*
```

***

# 3
Density functional theory data (ωB97M-V/def2-TZVPD) for a 2-piece molecular cluster, C4H9NO2 overall.

Kohn-Sham gap: 0.4059 hartree
ΔE to the lowest compared entry with this formula, charge and spin: 1.707 eV
Electronic energy: -9878.35323 eV

The geometry in ORCA input format:
```
! RIJCOSX wB97M-V def2-TZVPD def2/J DEFGRID3
* xyz 0 1
H 2.3035 -0.9027 0.1976
N 1.3430 -0.5647 0.0823
C 1.0017 0.1490 1.0776
C 1.8360 0.4851 2.2810
H -0.0108 0.5631 1.0542
H 2.8229 0.0122 2.2343
H 1.9677 1.5705 2.3612
H 1.3286 0.1561 3.1953
C -1.4347 -1.1912 -1.7544
O -1.5702 0.1348 -2.2937
C -1.7431 1.0987 -1.3995
O -1.8413 0.9542 -0.2048
H -1.4116 -1.8519 -2.6212
H -0.5046 -1.2568 -1.1815
H -2.2897 -1.4265 -1.1155
H -1.7975 2.0701 -1.9127
*
```

***

# 4
Density functional theory data (ωB97M-V/def2-TZVPD) for an isolated molecule of C6H16N2 at a distorted geometry.

Kohn-Sham gap: 0.3616 hartree
ΔE to the lowest compared entry with this formula, charge and spin: 1.771 eV
Electronic energy: -9460.30335 eV

The geometry in ORCA input format:
```
! RIJCOSX wB97M-V def2-TZVPD def2/J DEFGRID3
* xyz 0 1
C 1.1615 3.4508 1.7939
C 0.8793 2.1044 1.1534
N -0.4023 1.5023 1.5217
C -0.6413 0.0584 1.1728
C -0.1085 -0.4719 -0.1619
C -0.9395 -1.3506 -1.0633
C -0.0388 -2.5236 -1.6035
N -0.6591 -3.0558 -2.8020
H 2.2347 3.5898 1.6774
H 0.9644 3.4832 2.8631
H 0.6285 4.2783 1.3292
H 1.1166 2.1274 0.0787
H 1.5549 1.4183 1.6917
H -1.1950 1.9416 1.0583
H -0.2058 -0.5922 1.9261
H -1.7072 -0.1356 1.3476
H 0.9143 -0.8600 -0.0129
H 0.2858 0.4191 -0.6777
H -1.2495 -0.9551 -2.0318
H -1.8244 -1.7271 -0.5389
H 0.9421 -2.1951 -1.9330
H -0.0960 -3.1997 -0.7215
H -1.4890 -3.6330 -2.6668
H -0.1257 -3.6741 -3.4005
*
```

***

# 5
Density functional theory data (ωB97M-V/def2-TZVPD) for C18H26N10PtS2 as an isolated structure.

Kohn-Sham gap: 0.2579 hartree
ΔE to the lowest compared entry with this formula, charge and spin: 0.489 eV
Electronic energy: -58892.08742 eV

The geometry in ORCA input format:
```
! RIJCOSX wB97M-V def2-TZVPD def2/J DEFGRID3
* xyz 2 1
Pt 0.8377 -0.2093 1.2264
C 2.5148 0.5913 -4.3491
C 2.8523 -0.3075 -3.2234
N 3.6368 -1.3327 -3.2719
N 3.6212 -1.8429 -2.0057
C 2.8536 -1.1552 -1.1727
S 2.7177 -1.4416 0.5156
N 2.3424 -0.1621 -1.9398
N 1.4504 0.7679 -1.4525
H 3.0689 0.2729 -5.2276
H 2.7807 1.6227 -4.1160
H 1.4478 0.5505 -4.5713
H 4.1884 -2.6479 -1.7900
H 1.8396 1.6989 -1.3836
H 0.5743 0.7484 -1.9576
N -2.2992 3.5983 0.6600
C -1.8446 4.2977 -0.4224
C -0.8475 3.5349 -0.9561
N -0.6809 2.3866 -0.2272
C -1.5666 2.4523 0.7379
C -1.7640 1.4427 1.7653
N -0.9378 0.4597 2.0974
C -1.5386 -0.2568 3.1139
C -2.7329 0.3053 3.4061
N -2.8582 1.3721 2.5501
H -3.0148 3.9260 1.2866
H -2.2569 5.2498 -0.7055
H -0.2490 3.7543 -1.8240
H -1.0626 -1.1120 3.5578
H -3.4891 0.0504 4.1264
H -3.6703 1.9635 2.4942
S -0.6154 -1.5918 -0.0637
C -0.8352 -3.1349 0.6607
N 0.0024 -3.5771 1.6246
C -0.0903 -4.7929 2.2172
C -1.0740 -5.6557 1.8437
C -1.9663 -5.2485 0.8391
C -1.8541 -4.0093 0.2577
H 0.7716 -2.9638 1.8706
H 0.6493 -5.0121 2.9730
H -1.1521 -6.6242 2.3131
H -2.7559 -5.9168 0.5216
H -2.5395 -3.6816 -0.5099
C 1.7847 0.6411 4.3083
C 2.2528 1.5180 3.1558
C 3.7756 1.1421 2.7907
C 2.2125 3.0166 3.4677
N 1.8134 1.2502 1.8770
H 2.3497 0.8710 5.2112
H 1.9209 -0.4144 4.0681
H 0.7315 0.8234 4.5200
H 4.2921 1.4142 3.7119
H 4.1635 1.7333 1.9672
H 3.8917 0.0811 2.5980
H 2.7764 3.2193 4.3778
H 1.1805 3.3305 3.6254
H 2.6321 3.5968 2.6485
*
```

***

# 6
Density functional theory data (ωB97M-V/def2-TZVPD) for a 5-piece molecular cluster, C18H25N5O4 overall at a distorted geometry.

Kohn-Sham gap: 0.3096 hartree
ΔE to the lowest compared entry with this formula, charge and spin: 7.259 eV
Electronic energy: -34706.14569 eV

The geometry in ORCA input format:
```
! RIJCOSX wB97M-V def2-TZVPD def2/J DEFGRID3
* xyz 0 1
C 1.7758 3.9115 -0.8693
C 1.1081 2.7575 -1.7640
C -0.4328 2.4728 -1.4358
O -0.6511 1.5691 -0.3006
C -0.2639 0.2871 -0.7761
C 0.9093 -0.2903 -0.1764
N 1.7709 0.2728 0.8673
C 1.5224 -0.4115 1.9824
C 2.7932 -0.9094 2.8479
C 0.0720 -0.8018 2.5280
C 1.0094 -1.6446 -1.0021
O 2.0894 -2.2685 -0.9903
O -0.2036 -1.9074 -1.6942
C -0.8625 -0.6456 -1.9077
O -1.6644 -0.4283 -2.8259
H 2.8024 4.1379 -1.3452
H 1.8978 3.5959 0.2175
H 1.1580 4.8643 -0.9983
H 1.7887 1.8437 -1.7218
H 1.1499 3.1292 -2.8580
H -0.9200 3.5000 -1.2490
H -0.9258 2.0629 -2.3894
H 3.6373 -0.1679 2.6668
H 2.4411 -0.9078 3.9343
H 3.0448 -1.9820 2.5493
H -0.3754 -1.6771 1.9212
H -0.6850 0.0507 2.4804
H 0.2102 -1.1288 3.6184
C 0.1290 -4.7942 1.2493
C 0.3547 -4.7172 2.6956
N 0.5322 -4.6551 3.8311
H -0.3663 -5.7267 0.9695
H -0.5006 -3.9736 0.8967
H 1.0682 -4.7451 0.6928
C -4.9040 -0.0922 -3.2195
C -6.0740 0.6472 -3.7008
N -6.9926 1.2280 -4.0799
H -4.7777 0.0134 -2.1398
H -4.9871 -1.1603 -3.4336
H -3.9836 0.2615 -3.6888
C 4.0331 -1.9322 6.6650
C 4.4251 -0.7411 5.9069
N 4.7338 0.1957 5.3115
H 2.9949 -2.2102 6.4679
H 4.6542 -2.7934 6.4086
H 4.1279 -1.7721 7.7414
C -3.1889 2.9278 -5.4534
C -2.9494 2.9871 -4.0092
N -2.7611 3.0337 -2.8740
H -3.6885 1.9993 -5.7396
H -3.8203 3.7533 -5.7894
H -2.2551 2.9819 -6.0178
*
```